[1]
ORCA calculation (ωB97M-V/def2-TZVPD) on a 11-piece molecular cluster, C46H121N15O18 overall at a distorted geometry.

The multiplicity is 1. Its highest occupied orbital energy is -8.05 eV. Its SMILES is COCCNCCOC.COCCNCCOC.COCCNCCOC.COCCNCCOC.COCCNCCOC.COCCNCCOC.COCCNCCOC.NC(N)=O.NC(N)=O.NC(N)=O.NC(N)=O. The total energy comes out at -108856.9809 eV. The calculation puts the energy above the lowest of the compared OMol25 structures with the same formula, charge and spin at 211.01 kcal per mole. As for the frontier orbital gap: 8.29 eV. The calculation puts the LUMO energy at 0.236 eV.

Each line ends with the Mulliken charge.
Geometry (Å):
C 4.610 28.128 -9.738  -0.84
O 4.768 26.924 -8.990  -0.30
C 3.709 26.016 -9.123  -0.45
C 4.282 24.594 -8.638  -0.77
N 4.589 24.520 -7.231  -0.34
C 5.168 23.214 -6.833  -0.61
C 5.511 23.173 -5.320  -0.59
O 6.601 23.992 -4.919  -0.31
C 6.965 23.741 -3.510  -0.77
H 5.045 28.114 -10.737  0.31
H 4.902 28.909 -9.037  0.28
H 3.601 28.360 -10.080  0.35
H 3.507 25.973 -10.193  0.44
H 2.808 26.223 -8.546  0.29
H 5.194 24.294 -9.155  0.38
H 3.571 23.801 -8.872  0.37
H 5.096 25.343 -6.938  0.26
H 6.028 22.895 -7.422  0.36
H 4.331 22.528 -6.960  0.30
H 5.825 22.145 -5.140  0.38
H 4.632 23.385 -4.711  0.37
H 7.749 24.441 -3.222  0.27
H 7.436 22.781 -3.302  0.32
H 6.113 23.734 -2.829  0.32
C 3.507 7.227 -4.587  -0.69
O 2.545 8.260 -4.779  -0.39
C 2.474 9.359 -3.817  -0.61
C 3.809 10.010 -3.444  -0.53
N 4.391 10.695 -4.591  -0.20
C 5.816 11.080 -4.485  -0.72
C 6.119 11.628 -5.864  -0.49
O 5.722 10.702 -6.827  -0.37
C 6.475 10.899 -7.995  -0.84
H 3.082 6.249 -4.815  0.31
H 3.706 7.104 -3.523  0.28
H 4.481 7.357 -5.057  0.23
H 2.057 8.868 -2.938  0.43
H 1.660 10.017 -4.119  0.31
H 4.512 9.329 -2.965  0.28
H 3.598 10.721 -2.645  0.34
H 4.340 10.231 -5.486  0.36
H 6.448 10.248 -4.175  0.36
H 5.831 11.903 -3.770  0.31
H 7.178 11.883 -5.899  0.45
H 5.586 12.578 -5.903  0.26
H 6.486 11.927 -8.355  0.32
H 5.975 10.250 -8.714  0.26
H 7.473 10.478 -7.871  0.33
C 18.889 15.725 -12.904  -0.75
O 17.683 16.021 -12.312  -0.30
C 17.128 14.863 -11.783  -0.57
C 15.803 15.038 -11.001  -0.81
N 14.890 15.913 -11.774  -0.36
C 13.589 15.795 -11.063  -0.71
C 12.485 16.776 -11.639  -0.47
O 11.870 16.251 -12.803  -0.36
C 11.831 17.168 -13.904  -0.71
H 19.633 15.424 -12.167  0.32
H 19.237 16.657 -13.349  0.25
H 18.894 14.883 -13.595  0.31
H 17.829 14.511 -11.026  0.39
H 17.066 14.067 -12.525  0.39
H 15.818 15.662 -10.108  0.47
H 15.412 14.081 -10.656  0.34
H 15.302 16.811 -11.565  0.24
H 13.761 16.014 -10.010  0.44
H 13.234 14.765 -11.071  0.37
H 12.973 17.717 -11.894  0.32
H 11.799 16.986 -10.818  0.33
H 11.370 18.124 -13.656  0.31
H 11.325 16.680 -14.738  0.23
H 12.862 17.368 -14.193  0.32
C 19.383 11.277 1.770  -0.81
O 19.093 11.073 0.405  -0.36
C 20.146 11.476 -0.471  -0.26
C 19.847 11.170 -1.911  -1.04
N 18.428 11.340 -2.167  -0.44
C 17.840 12.700 -2.113  -0.40
C 18.509 13.710 -3.009  -0.41
O 17.922 14.984 -2.877  -0.34
C 18.599 15.946 -3.580  -0.81
H 18.471 11.007 2.302  0.26
H 19.655 12.280 2.099  0.32
H 20.167 10.591 2.090  0.32
H 21.003 10.973 -0.023  0.52
H 20.243 12.561 -0.417  0.22
H 20.095 10.132 -2.132  0.36
H 20.510 11.620 -2.651  0.35
H 18.148 10.739 -1.406  0.37
H 17.729 13.020 -1.077  0.26
H 16.829 12.581 -2.503  0.30
H 18.533 13.415 -4.058  0.36
H 19.570 13.833 -2.792  0.28
H 19.629 15.931 -3.224  0.35
H 18.078 16.903 -3.616  0.26
H 18.869 15.692 -4.605  0.32
C 18.511 2.696 -12.282  -0.72
O 18.595 3.407 -11.084  -0.31
C 17.374 3.781 -10.402  -0.50
C 17.644 4.270 -8.970  -0.54
N 16.374 4.766 -8.521  -0.36
C 16.369 5.119 -7.086  -0.66
C 15.095 5.871 -6.619  -0.54
O 14.936 7.062 -7.373  -0.31
C 13.972 7.954 -6.827  -0.78
H 17.992 3.294 -13.031  0.29
H 18.006 1.737 -12.170  0.31
H 19.505 2.426 -12.640  0.25
H 16.695 2.928 -10.422  0.33
H 16.879 4.575 -10.961  0.28
H 18.326 5.119 -8.985  0.32
H 18.169 3.495 -8.411  0.37
H 16.173 5.651 -8.964  0.26
H 17.198 5.794 -6.874  0.35
H 16.423 4.217 -6.475  0.34
H 15.267 5.980 -5.549  0.39
H 14.212 5.232 -6.622  0.38
H 13.118 7.491 -6.334  0.33
H 13.569 8.315 -7.773  0.27
H 14.420 8.637 -6.105  0.27
C 5.126 16.868 10.863  -0.70
O 5.265 15.566 10.318  -0.35
C 5.807 15.575 8.977  -0.37
C 7.310 15.393 9.062  -0.61
N 7.940 15.174 7.754  -0.24
C 9.311 14.796 7.818  -0.67
C 10.067 14.353 6.524  -0.53
O 9.819 15.231 5.546  -0.24
C 10.780 15.143 4.483  -0.80
H 4.412 17.437 10.268  0.30
H 6.067 17.384 11.054  0.28
H 4.697 16.760 11.859  0.27
H 5.586 16.498 8.442  0.34
H 5.364 14.699 8.504  0.30
H 7.566 14.532 9.679  0.28
H 7.771 16.245 9.562  0.28
H 7.729 15.903 7.087  0.22
H 9.507 13.974 8.506  0.31
H 9.830 15.696 8.145  0.33
H 9.855 13.344 6.170  0.36
H 11.115 14.434 6.810  0.36
H 11.831 14.960 4.705  0.32
H 10.576 16.039 3.897  0.23
H 10.491 14.332 3.815  0.32
C 7.438 8.812 0.685  -0.84
O 7.608 7.473 0.191  -0.28
C 7.155 6.430 1.016  -0.74
C 7.066 5.187 0.106  -0.36
N 8.350 4.886 -0.521  -0.51
C 8.211 4.440 -1.921  -0.73
C 7.499 3.088 -2.101  -0.61
O 6.032 3.103 -1.890  -0.22
C 5.586 1.812 -1.703  -0.73
H 8.129 9.480 0.170  0.26
H 7.818 8.834 1.706  0.35
H 6.414 9.185 0.704  0.29
H 6.207 6.652 1.506  0.44
H 7.863 6.224 1.820  0.36
H 6.287 5.409 -0.624  0.26
H 6.743 4.354 0.730  0.33
H 8.824 5.777 -0.558  0.29
H 9.205 4.436 -2.368  0.44
H 7.770 5.230 -2.529  0.41
H 7.885 2.297 -1.457  0.39
H 7.564 2.883 -3.170  0.35
H 5.814 1.344 -2.661  0.30
H 4.505 1.891 -1.584  0.21
H 6.165 1.386 -0.884  0.31
N 5.005 18.629 2.261  -0.38
C 6.056 18.195 2.861  0.65
N 6.561 17.215 2.177  -0.38
O 6.435 18.570 3.917  -0.63
H 4.502 19.397 2.681  0.22
H 4.786 18.287 1.336  0.14
H 6.210 16.978 1.260  0.17
H 7.525 16.999 2.388  0.22
N 1.604 15.493 -3.866  -0.36
C 1.959 16.465 -3.117  0.69
N 1.050 17.358 -2.964  -0.40
O 3.052 16.539 -2.580  -0.69
H 0.680 15.570 -4.267  0.15
H 2.208 14.686 -3.923  0.21
H 0.098 17.212 -3.266  0.17
H 1.251 18.094 -2.302  0.22
N 12.293 17.023 -4.034  -0.33
C 11.248 16.461 -3.537  0.70
N 10.178 17.086 -3.930  -0.36
O 11.257 15.388 -2.939  -0.68
H 13.244 16.686 -3.974  0.20
H 12.104 17.928 -4.441  0.12
H 10.337 17.880 -4.534  0.15
H 9.325 16.887 -3.427  0.22
N 10.737 23.446 -7.101  -0.36
C 11.314 22.444 -7.669  0.73
N 12.163 22.917 -8.515  -0.37
O 11.180 21.323 -7.268  -0.66
H 10.068 23.246 -6.371  0.18
H 10.968 24.388 -7.382  0.13
H 12.003 23.887 -8.745  0.16
H 12.860 22.331 -8.952  0.21

=====

[2]
ORCA calculation (ωB97M-V/def2-TZVPD) on C30H42N9Tl as an isolated structure at a distorted geometry.

The multiplicity is 1. Its highest occupied orbital energy is -6.45 eV. The total energy comes out at -49895.5086 eV. As for the frontier orbital gap: 6.85 eV. The calculation puts the LUMO energy at 0.400 eV.

Each line ends with the Mulliken charge.
Geometry (Å):
Tl 0.293 0.789 0.146  1.01
C -3.845 1.773 -6.109  -1.53
C -4.023 2.882 -5.113  0.80
C -4.688 4.043 -5.469  -0.71
C -4.888 5.069 -4.561  -0.69
C -4.394 4.946 -3.275  -0.98
C -3.697 3.810 -2.905  -0.17
C -3.518 2.762 -3.808  0.32
N -2.814 1.605 -3.481  -0.02
C -2.371 1.188 -2.219  0.38
N -3.287 1.336 -1.257  0.05
C -3.306 1.125 0.143  0.21
C -2.170 0.690 0.850  -0.73
C -2.413 0.520 2.225  0.76
C -3.623 0.759 2.852  -1.34
C -4.685 1.229 2.105  -0.73
C -4.542 1.422 0.740  1.01
C -5.722 1.980 -0.017  -1.37
N -1.222 0.614 -2.097  -0.53
C -0.364 0.585 -3.199  0.02
C 0.434 1.694 -3.489  -0.08
C 1.319 1.667 -4.548  -0.79
C 1.412 0.535 -5.343  -0.76
C 0.613 -0.563 -5.069  -0.36
C -0.275 -0.561 -4.003  0.66
C -1.170 -1.730 -3.724  -2.02
H -4.350 2.023 -7.038  0.41
H -4.258 0.840 -5.725  0.33
H -2.789 1.609 -6.337  0.31
H -5.060 4.146 -6.479  0.36
H -5.418 5.961 -4.860  0.39
H -4.533 5.745 -2.560  0.41
H -3.260 3.753 -1.919  0.63
H -2.267 1.221 -4.242  0.27
H -4.164 1.691 -1.609  0.03
H -1.592 0.202 2.861  -0.30
H -3.729 0.603 3.919  0.39
H -5.623 1.476 2.585  0.29
H -6.538 2.142 0.686  0.37
H -6.084 1.302 -0.795  0.35
H -5.485 2.941 -0.479  0.28
H 0.331 2.578 -2.872  0.52
H 1.926 2.536 -4.758  0.39
H 2.101 0.509 -6.176  0.51
H 0.670 -1.440 -5.697  0.43
H -0.750 -2.648 -4.124  0.50
H -2.145 -1.574 -4.187  0.38
H -1.318 -1.828 -2.651  0.34
N 1.651 0.839 2.728  -0.35
C 1.251 -0.262 3.591  -0.81
C 1.201 -1.574 2.803  -0.42
N 0.297 -1.485 1.663  -0.32
H 2.599 0.695 2.395  0.12
H 1.613 1.722 3.225  0.21
H 0.259 -0.032 3.989  0.38
H 1.937 -0.401 4.443  0.37
H 0.925 -2.383 3.497  0.34
H 2.202 -1.793 2.426  0.24
H -0.649 -1.304 1.984  0.16
H 0.292 -2.359 1.152  0.17
C 3.285 0.147 -1.536  -0.26
N 2.614 -0.998 -0.910  0.42
C 2.280 -1.959 -1.961  -0.08
N 3.467 -2.399 -2.688  0.09
C 4.109 -1.224 -3.268  -0.40
N 4.490 -0.250 -2.251  0.06
C 5.393 -0.893 -1.306  -0.73
N 4.785 -2.068 -0.685  0.15
C 3.567 -1.638 -0.007  -0.66
C 4.403 -2.998 -1.745  -0.76
H 3.553 0.866 -0.757  0.31
H 2.595 0.619 -2.240  -0.20
H 1.590 -1.488 -2.664  -0.56
H 1.792 -2.829 -1.511  0.50
H 3.414 -0.749 -3.965  -0.04
H 5.005 -1.543 -3.807  0.38
H 5.651 -0.176 -0.520  0.35
H 6.305 -1.196 -1.829  0.33
H 3.841 -0.927 0.778  0.04
H 3.097 -2.520 0.439  0.24
H 3.940 -3.880 -1.291  0.35
H 5.302 -3.303 -2.289  0.36

=====

[3]
ORCA calculation (ωB97M-V/def2-TZVPD) on C22H12N9Rh as an isolated structure at a distorted geometry.

The multiplicity is 5. Its highest occupied orbital energy (alpha / beta) is -14.05 / -14.14 eV. The net charge is +2. The total energy comes out at -39403.7823 eV. As for the frontier orbital gap (alpha / beta): 6.01 / 2.98 eV. The calculation puts the LUMO energy (alpha / beta) at -8.047 / -11.159 eV.

Each line ends with the Mulliken spin population.
Geometry (Å):
Rh -1.067 3.294 -0.381  1.93
C -0.706 4.063 4.135  0.00
C -1.046 4.209 2.775  0.00
N -0.947 3.220 1.923  0.01
C -0.495 2.035 2.432  0.01
C -0.096 1.915 3.761  0.00
N -0.184 2.929 4.593  0.00
C -0.439 0.910 1.554  -0.01
C -0.227 -0.404 1.949  0.01
C -0.088 -1.423 1.042  -0.01
C -0.297 -1.107 -0.339  0.03
C -0.593 0.221 -0.664  0.10
N -0.635 1.200 0.245  0.05
C -0.603 0.746 -2.069  -0.22
C -0.835 -0.302 -3.110  0.27
N -1.396 -0.024 -4.233  -0.11
C -1.964 1.218 -4.376  0.46
C -2.158 2.078 -3.271  0.00
N -1.605 1.846 -2.093  0.34
C 0.182 -2.776 1.449  -0.04
C 0.129 -3.849 0.549  0.09
C 0.374 -5.139 0.995  0.02
N 0.613 -5.424 2.269  0.77
C 0.733 -4.411 3.116  0.01
C 0.569 -3.085 2.753  0.09
H -0.781 4.924 4.803  0.00
H -1.381 5.187 2.480  0.00
H 0.309 0.994 4.132  0.00
H -0.124 -0.670 2.983  0.00
H -0.212 -1.890 -1.074  0.00
H -0.537 -1.333 -2.932  0.03
H -2.208 1.508 -5.368  0.01
H -2.795 2.954 -3.416  0.00
H -0.080 -3.746 -0.494  0.01
H 0.369 -5.950 0.298  0.02
H 0.950 -4.650 4.130  0.02
H 0.679 -2.355 3.548  0.01
N 0.713 1.470 -2.155  0.08
C 1.611 0.961 -2.827  -0.02
C 2.614 0.378 -3.485  0.03
C 2.881 0.763 -4.868  0.00
N 3.058 1.222 -5.907  0.00
C 3.513 -0.527 -2.756  0.00
N 4.205 -1.179 -2.095  0.00